Here is a molecular structure, C3H4N2O in a non-equilibrium geometry from the Open Molecules 2025 dataset. Energies are from wB97M-V/def2-TZVPD.

Last column: Mulliken charge in e.
Positions of all 10 atoms, in Å:
1 C -0.3726 -0.2995 0.0152  -0.15
2 C 0.9128 0.2107 -0.0108  0.36
3 C 2.2100 -0.2358 -0.0220  -0.32
4 N -0.9084 0.9446 -0.1402  -0.16
5 N 0.3547 1.5539 0.0194  -0.36
6 O 3.3415 0.0680 -0.1004  -0.29
7 H -0.8532 -1.2500 0.0924  0.45
8 H 1.7931 -2.2746 0.3172  -0.04
9 H -1.7548 1.3313 0.2526  0.25
10 H 0.6224 2.2449 -0.6760  0.26

Values from the calculation:
Orbital gap (spin up / spin down) in hartree: 0.297 / 0.297
F_max in eV/Å: 3.43
Relative energy (zero: lowest compared OMol25 entry of this formula, charge and spin) in eV: 6.624
HOMO level (spin up / spin down) in eV: -8.026 / -8.020